{"formula": "C53H66N13S2", "method": "wB97M-V/def2-TZVPD", "species": ["N", "C", "N", "N", "C", "C", "C", "S", "C", "S", "N", "C", "C", "C", "C", "C", "C", "C", "C", "C", "C", "C", "C", "H", "H", "H", "H", "H", "H", "H", "H", "H", "H", "H", "H", "H", "H", "H", "H", "H", "H", "H", "H", "H", "N", "C", "C", "C", "C", "H", "H", "H", "H", "H", "N", "C", "C", "C", "C", "H", "H", "H", "H", "H", "N", "C", "C", "C", "C", "H", "H", "H", "H", "H", "N", "C", "C", "C", "C", "H", "H", "H", "H", "H", "N", "C", "C", "C", "C", "H", "H", "H", "H", "H", "N", "C", "C", "C", "C", "H", "H", "H", "H", "H", "N", "C", "C", "C", "C", "H", "H", "H", "H", "H", "N", "C", "C", "C", "C", "H", "H", "H", "H", "H", "N", "C", "C", "C", "C", "H", "H", "H", "H", "H"], "positions_angstrom": [[-1.238, -4.108, -0.255], [-0.378, -4.875, 0.520], [-0.759, -6.049, 1.180], [0.862, -4.536, 0.620], [1.486, -3.328, 0.038], [2.982, -3.284, 0.372], [3.773, -2.649, -0.771], [3.085, -0.990, -0.957], [3.914, -0.432, -2.457], [5.450, 0.065, -2.395], [3.152, -0.434, -3.629], [1.733, -0.592, -3.474], [1.041, -1.727, -3.888], [-0.327, -1.806, -3.685], [-1.018, -0.762, -3.078], [-0.330, 0.386, -2.699], [1.038, 0.466, -2.899], [3.755, -1.104, -4.760], [4.139, -2.438, -4.696], [4.711, -3.047, -5.804], [4.911, -2.321, -6.971], [4.527, -0.987, -7.031], [3.952, -0.376, -5.922], [-1.949, -4.730, -0.631], [-1.729, -3.393, 0.279], [-0.731, -6.867, 0.572], [-1.718, -5.966, 1.506], [1.443, -5.167, 1.160], [0.959, -2.476, 0.464], [1.301, -3.323, -1.038], [3.368, -4.289, 0.558], [3.123, -2.656, 1.254], [3.661, -3.237, -1.683], [4.835, -2.592, -0.534], [1.557, -2.542, -4.379], [-0.864, -2.691, -4.003], [-2.088, -0.815, -2.925], [-0.858, 1.214, -2.241], [1.567, 1.364, -2.599], [3.990, -3.002, -3.784], [4.990, -4.091, -5.754], [5.355, -2.768, -7.852], [4.691, -0.421, -7.939], [3.664, 0.668, -5.954], [-2.082, -2.131, 3.070], [-3.082, -1.471, 2.396], [-3.591, -0.520, 3.237], [-2.862, -0.599, 4.457], [-1.944, -1.603, 4.329], [-1.531, -2.885, 2.710], [-3.348, -1.729, 1.384], [-4.392, 0.164, 3.010], [-3.004, 0.018, 5.328], [-1.209, -1.981, 5.017], [-3.302, 4.138, -2.611], [-2.278, 4.649, -1.856], [-2.822, 5.185, -0.722], [-4.227, 4.982, -0.787], [-4.493, 4.337, -1.966], [-3.196, 3.695, -3.504], [-1.258, 4.584, -2.192], [-2.273, 5.663, 0.071], [-4.958, 5.279, -0.055], [-5.421, 4.007, -2.399], [2.572, -7.855, 1.582], [2.517, -7.644, 0.223], [3.177, -8.674, -0.389], [3.654, -9.537, 0.631], [3.267, -9.007, 1.831], [2.173, -7.275, 2.296], [2.013, -6.793, -0.206], [3.305, -8.797, -1.451], [4.216, -10.445, 0.497], [3.423, -9.353, 2.838], [1.977, 3.324, -4.831], [1.041, 4.219, -4.396], [1.388, 5.455, -4.870], [2.580, 5.297, -5.629], [2.914, 3.970, -5.591], [1.969, 2.338, -4.642], [0.206, 3.901, -3.795], [0.846, 6.370, -4.698], [3.124, 6.069, -6.146], [3.736, 3.435, -6.036], [-1.351, 2.140, 2.272], [-1.170, 3.487, 2.389], [-0.103, 3.840, 1.609], [0.376, 2.653, 0.988], [-0.418, 1.621, 1.420], [-2.066, 1.605, 2.733], [-1.825, 4.077, 3.009], [0.290, 4.835, 1.482], [1.202, 2.567, 0.301], [-0.402, 0.569, 1.191], [-2.947, 4.484, 5.867], [-3.955, 5.147, 5.216], [-4.473, 6.071, 6.081], [-3.750, 5.963, 7.302], [-2.816, 4.977, 7.138], [-2.392, 3.747, 5.474], [-4.216, 4.904, 4.200], [-5.280, 6.752, 5.866], [-3.898, 6.547, 8.194], [-2.070, 4.589, 7.810], [3.806, -6.727, -9.166], [3.822, -5.580, -8.423], [2.571, -5.026, -8.476], [1.768, -5.875, -9.285], [2.559, -6.915, -9.695], [4.591, -7.336, -9.308], [4.717, -5.257, -7.920], [2.267, -4.112, -7.992], [0.731, -5.736, -9.541], [2.341, -7.766, -10.316], [0.992, 7.747, 6.887], [-0.221, 7.226, 7.250], [-0.448, 7.572, 8.555], [0.671, 8.330, 8.995], [1.541, 8.422, 7.943], [1.414, 7.649, 5.983], [-0.817, 6.662, 6.554], [-1.322, 7.313, 9.130], [0.817, 8.762, 9.971], [2.497, 8.909, 7.856], [-7.115, 0.065, 6.081], [-7.852, 1.215, 6.168], [-6.986, 2.256, 6.367], [-5.673, 1.713, 6.405], [-5.786, 0.359, 6.223], [-7.493, -0.853, 5.939], [-8.925, 1.196, 6.081], [-7.259, 3.292, 6.478], [-4.756, 2.260, 6.553], [-5.042, -0.416, 6.190]], "forces_ev_per_angstrom": [[-0.351, -0.517, 0.667], [0.189, -0.272, -0.095], [-0.397, 0.104, -0.587], [-0.033, 0.205, 0.046], [-0.042, -0.152, -0.001], [-0.108, 0.300, -0.242], [0.228, -0.098, 0.024], [-0.292, 0.335, 0.241], [0.155, 0.372, -0.333], [0.116, -0.226, -0.044], [-0.186, -1.228, 0.690], [-0.148, 0.292, -0.296], [0.170, 0.024, -0.061], [-0.228, 0.076, 0.170], [0.096, 0.125, -0.012], [-0.100, -0.213, 0.056], [-0.084, 0.128, 0.011], [0.223, 0.546, -0.358], [-0.010, 0.023, -0.057], [-0.017, 0.043, -0.005], [-0.120, 0.255, -0.061], [0.004, -0.043, 0.164], [-0.001, -0.099, -0.176], [-0.136, 0.161, -0.018], [0.348, 0.458, -0.301], [0.439, -0.139, 0.197], [-0.015, -0.053, -0.021], [0.009, 0.149, 0.180], [0.044, 0.100, -0.127], [-0.040, -0.057, -0.001], [0.051, 0.014, 0.057], [0.095, -0.287, 0.184], [-0.101, 0.044, -0.026], [-0.025, 0.005, 0.044], [0.036, 0.052, 0.008], [0.016, 0.003, -0.051], [0.006, -0.063, -0.048], [0.017, 0.009, 0.013], [0.102, -0.047, 0.013], [0.025, 0.009, 0.011], [0.030, 0.001, 0.017], [0.009, -0.141, 0.089], [-0.029, 0.008, 0.031], [0.009, -0.032, 0.021], [-0.019, 0.035, -0.023], [0.089, -0.082, 0.010], [0.033, 0.118, -0.038], [0.002, 0.027, 0.017], [0.022, 0.027, -0.076], [0.037, -0.029, 0.084], [-0.045, 0.017, 0.005], [-0.036, -0.024, 0.018], [0.009, -0.003, 0.014], [0.005, 0.004, 0.007], [0.004, -0.062, 0.026], [-0.017, -0.065, -0.134], [-0.014, -0.022, 0.120], [-0.010, 0.004, -0.025], [0.033, -0.023, 0.015], [-0.007, 0.043, -0.029], [0.023, 0.069, 0.035], [0.005, -0.008, 0.010], [-0.007, 0.023, -0.009], [-0.011, 0.015, -0.003], [0.012, 0.023, -0.080], [-0.073, -0.020, 0.126], [0.009, 0.023, -0.038], [0.003, -0.022, -0.006], [-0.013, 0.018, 0.012], [-0.027, -0.046, 0.035], [0.020, -0.003, -0.039], [0.006, 0.004, -0.006], [0.004, -0.004, -0.003], [0.012, -0.002, 0.005], [0.052, -0.128, -0.087], [-0.039, -0.002, 0.054], [0.009, 0.017, -0.029], [-0.036, -0.014, -0.007], [0.013, 0.027, 0.038], [-0.027, -0.009, -0.016], [0.007, -0.011, 0.015], [0.004, 0.007, 0.005], [0.003, 0.007, -0.001], [0.027, 0.015, 0.017], [-0.110, -0.145, 0.034], [-0.023, 0.040, 0.082], [0.085, -0.039, -0.087], [-0.067, -0.019, 0.019], [0.035, 0.026, -0.057], [0.005, -0.039, -0.025], [0.027, 0.079, -0.032], [-0.007, 0.010, 0.014], [0.028, 0.019, 0.024], [0.010, -0.006, -0.004], [0.012, -0.011, -0.038], [0.020, -0.042, -0.036], [0.010, 0.000, 0.023], [-0.024, -0.007, -0.009], [-0.058, -0.095, 0.034], [0.041, 0.012, 0.012], [-0.024, 0.001, 0.000], [0.000, 0.010, -0.002], [-0.001, 0.008, 0.002], [0.004, 0.023, 0.017], [-0.048, 0.004, 0.005], [0.048, -0.017, 0.031], [-0.020, -0.003, 0.022], [-0.003, 0.003, 0.021], [0.019, -0.004, 0.004], [0.008, 0.000, -0.012], [0.018, -0.002, -0.022], [0.010, 0.015, -0.012], [-0.004, 0.003, -0.009], [-0.007, 0.003, -0.012], [0.006, -0.001, 0.024], [0.082, 0.022, -0.056], [0.004, -0.020, 0.021], [-0.015, -0.006, 0.006], [-0.003, -0.016, -0.019], [-0.003, 0.013, -0.012], [-0.036, 0.029, -0.004], [-0.010, 0.006, -0.001], [-0.001, 0.004, 0.005], [0.005, 0.004, 0.008], [-0.010, 0.055, -0.023], [0.009, -0.019, -0.014], [-0.008, 0.008, -0.005], [0.048, -0.015, -0.057], [-0.031, -0.003, 0.021], [-0.007, -0.008, 0.019], [-0.007, 0.007, 0.007], [0.015, 0.010, 0.004], [-0.016, 0.026, 0.023], [-0.025, -0.038, 0.034]], "energy_ha": -3567.0451, "orbital_gap_ev": 5.03, "molar_mass_g_mol": 949.3, "fmax_ev_per_a": 1.421, "total_charge": 1, "e_homo_ev": -9.076}